Entry 1:
Here is one molecule with the formula C2H2IOP in a non-equilibrium geometry from OMol25. Energies are from ωB97M-V/def2-TZVPD.

CARTESIAN COORDINATES (ANGSTROEM)
C (1.32, -1.26, -0.11)
C (-1.59, 0.52, 0.54)
O (1.67, -1.76, 0.87)
P (0.05, 0.45, 0.09)
I (-2.68, -0.10, -1.19)
H (0.53, 0.85, -1.14)
H (0.70, 1.30, 0.95)

Values from the calculation:
E_HOMO (alpha / beta)   -8.58 / -8.58 eV
E_tot   -21538.0764 eV
Gap between HOMO and LUMO (alpha / beta)   7.0 / 7.0 eV
LUMO (alpha / beta)   -1.547 / -1.549 eV
Energy above the lowest of the compared OMol25 structures with the same formula, charge and spin   2.196 eV

=====

Entry 2:
Here is a 2-piece molecular cluster, C2H2IOP overall in a non-equilibrium geometry from OMol25. Energies are from ωB97M-V/def2-TZVPD.

CARTESIAN COORDINATES (ANGSTROEM)
C (1.30, -1.19, -0.10)
C (1.57, 0.02, 0.07)
O (0.99, -2.31, -0.11)
P (2.52, 1.38, 0.02)
I (-3.07, -0.02, -0.07)
H (-4.67, -0.13, 0.02)
H (1.36, 2.26, 0.16)

Values from the calculation:
E_HOMO   -9.03 eV
E_tot   -21540.2720 eV
Gap between HOMO and LUMO   7.2 eV
SMILES   O=C=C=P.I
LUMO   -1.816 eV
Energy above the lowest of the compared OMol25 structures with the same formula, charge and spin   0.000 eV

=====

Entry 3:
Here is C2H2LuO3 as an isolated structure in a non-equilibrium geometry from OMol25. Energies are from ωB97M-V/def2-TZVPD.

CARTESIAN COORDINATES (ANGSTROEM)
H (-1.83, 0.40, 1.60)
O (-2.05, -1.12, 0.23)
O (-0.65, -1.30, -0.06)
C (-1.69, 0.29, 0.51)
C (-0.51, -0.03, -0.28)
Lu (2.12, 0.43, -0.23)
O (-1.40, 1.68, -0.04)
H (-1.44, 1.82, -0.99)

Values from the calculation:
E_HOMO (alpha / beta)   -23.62 / -23.62 eV
Total charge   +3
E_tot   -41820.2016 eV
Gap between HOMO and LUMO (alpha / beta)   5.4 / 5.4 eV
LUMO (alpha / beta)   -18.226 / -18.226 eV
Energy above the lowest of the compared OMol25 structures with the same formula, charge and spin   3.530 eV

=====

Entry 4:
Here is C2H2N2O as an isolated structure in a non-equilibrium geometry from OMol25. Energies are from ωB97M-V/def2-TZVPD.

CARTESIAN COORDINATES (ANGSTROEM)
C (-0.42, 0.35, -0.47)
C (-0.54, 0.57, 0.84)
N (-0.12, -0.03, -1.60)
N (1.42, -1.40, -0.20)
O (1.30, -1.06, -1.27)
H (-0.24, 1.56, 1.31)
H (-1.40, 0.01, 1.38)

Values from the calculation:
E_HOMO (alpha / beta)   -8.68 / -8.74 eV
E_tot   -7128.1636 eV
Gap between HOMO and LUMO (alpha / beta)   8.1 / 8.0 eV
LUMO (alpha / beta)   -0.580 / -0.728 eV
Energy above the lowest of the compared OMol25 structures with the same formula, charge and spin   5.680 eV

=====

Entry 5:
Here is a 2-piece molecular cluster, C2H2N2O overall in a non-equilibrium geometry from OMol25. Energies are from ωB97M-V/def2-TZVPD.

CARTESIAN COORDINATES (ANGSTROEM)
O (-1.15, 0.78, 0.66)
C (0.69, 0.99, -1.73)
N (1.54, 0.66, -2.43)
C (-0.30, -1.26, 1.52)
N (-0.71, -0.27, 1.10)
H (-0.10, 1.27, -1.05)
H (0.05, -2.17, 1.93)

Values from the calculation:
E_HOMO   -10.87 eV
E_tot   -7130.2639 eV
Gap between HOMO and LUMO   11.6 eV
SMILES   C#[N+][O-].C#N
LUMO   0.681 eV
Energy above the lowest of the compared OMol25 structures with the same formula, charge and spin   3.580 eV

=====

Entry 6:
Here is a 2-piece molecular cluster, C2H2N2O overall in a non-equilibrium geometry from OMol25. Energies are from ωB97M-V/def2-TZVPD.

CARTESIAN COORDINATES (ANGSTROEM)
C (-3.09, -0.15, 0.23)
C (1.60, -0.04, -0.02)
N (-0.29, 1.41, -0.07)
N (0.61, 0.73, -0.04)
O (-2.88, -1.21, -0.12)
H (1.48, -1.08, -0.25)
H (2.57, 0.33, 0.27)

Values from the calculation:
E_HOMO   -8.74 eV
E_tot   -7131.6503 eV
Gap between HOMO and LUMO   9.7 eV
LUMO   0.919 eV
Energy above the lowest of the compared OMol25 structures with the same formula, charge and spin   2.193 eV

=====

Entry 7:
Here is C2H2N2O as an isolated structure in a non-equilibrium geometry from OMol25. Energies are from ωB97M-V/def2-TZVPD.

CARTESIAN COORDINATES (ANGSTROEM)
O (0.70, -1.12, 0.17)
C (-0.56, -0.82, -0.27)
N (-0.72, 0.39, -0.66)
C (0.39, 0.94, -0.03)
N (1.29, 0.11, 0.39)
H (-1.38, -1.44, 0.08)
H (0.29, 1.94, 0.32)

Values from the calculation:
E_HOMO   -10.73 eV
E_tot   -7131.5728 eV
Gap between HOMO and LUMO   11.3 eV
LUMO   0.534 eV
Energy above the lowest of the compared OMol25 structures with the same formula, charge and spin   2.271 eV

=====

Entry 8:
Here is a 2-piece molecular cluster, C2H2N2O2 overall in a non-equilibrium geometry from OMol25. Energies are from ωB97M-V/def2-TZVPD.

CARTESIAN COORDINATES (ANGSTROEM)
C (2.05, -1.14, -0.27)
C (-1.87, 0.00, -0.24)
N (1.62, -0.10, 0.03)
N (-1.22, 1.03, -0.16)
O (-2.58, -0.84, -0.55)
O (-0.68, 1.79, 0.87)
H (2.48, -2.01, -0.68)
H (0.19, 1.27, 1.00)

Values from the calculation:
E_HOMO   -9.91 eV
E_tot   -9178.1636 eV
Gap between HOMO and LUMO   10.6 eV
SMILES   O=C=NO.C#N
LUMO   0.640 eV
Energy above the lowest of the compared OMol25 structures with the same formula, charge and spin   3.623 eV

=====

Entry 9:
Here is a 2-piece molecular cluster, C2H2N2O2 overall in a non-equilibrium geometry from OMol25. Energies are from ωB97M-V/def2-TZVPD.

CARTESIAN COORDINATES (ANGSTROEM)
C (1.11, -1.71, -0.35)
C (-2.00, 0.08, 0.02)
N (1.55, -0.82, 0.18)
N (-2.31, 1.17, 0.39)
O (-1.70, -1.06, -0.12)
O (-2.52, 2.40, -0.20)
H (0.63, -2.61, -0.65)
H (-2.79, 3.01, 0.54)

Values from the calculation:
E_HOMO (alpha / beta)   -6.11 / -11.28 eV
<S²>   2.017
E_tot   -9174.1414 eV
Gap between HOMO and LUMO (alpha / beta)   7.0 / 8.3 eV
2S+1   3
LUMO (alpha / beta)   0.917 / -3.014 eV
Energy above the lowest of the compared OMol25 structures with the same formula, charge and spin   0.831 eV

=====

Entry 10:
Here is C2H2N2O2S as an isolated structure in a non-equilibrium geometry from OMol25. Energies are from ωB97M-V/def2-TZVPD.

CARTESIAN COORDINATES (ANGSTROEM)
C (0.09, 1.59, 0.21)
C (-0.27, -0.26, -0.30)
N (0.26, 2.66, 0.58)
N (1.01, -0.80, -0.34)
O (1.59, -0.89, -1.43)
O (1.43, -1.14, 0.73)
S (-1.12, -0.89, 1.09)
H (-0.88, -0.10, -1.28)
H (-2.11, -0.16, 0.75)

Values from the calculation:
E_HOMO   -10.68 eV
E_tot   -20010.6583 eV
Gap between HOMO and LUMO   8.8 eV
LUMO   -1.913 eV
Energy above the lowest of the compared OMol25 structures with the same formula, charge and spin   5.691 eV